Molecular formula: H28KO18P
Method: DFT, ωB97M-V/def2-TZVPD

Its highest occupied orbital energy is -3.8 eV. The value obtained for the energy above the lowest of the compared OMol25 structures with the same formula, charge and spin is 0.000 eV. The calculation puts the LUMO energy at 3.27 eV. The total energy is -2312.7662 a.u. Its net charge is -2. Its molar mass is 386.28 g/mol.

Geometry (Å):
K (3.2244, -1.5373, -0.7552)
P (0.1723, -0.2310, -0.0044)
O (1.5967, 0.3491, 0.4442)
O (-0.8863, 0.8863, 0.1933)
O (-0.1863, -1.4906, 0.8112)
O (0.3022, -0.5801, -1.4750)
O (4.2996, 0.4054, 0.7069)
H (4.6675, 1.2927, 0.7062)
H (3.3358, 0.5398, 0.6286)
O (1.6266, 2.9626, -0.1747)
H (1.1346, 3.4582, 0.4888)
H (1.5803, 2.0284, 0.1354)
O (-1.5554, 0.3095, -3.0485)
H (-1.9000, -0.4065, -3.5894)
H (-0.9310, -0.1331, -2.4074)
O (-1.5906, 0.6428, 2.9182)
H (-1.7960, 1.5816, 2.9422)
H (-1.2961, 0.4874, 1.9964)
O (1.5190, 1.4862, 2.7881)
H (1.6295, 1.0087, 1.9082)
H (0.6413, 1.8762, 2.7462)
O (2.1346, 0.8032, -2.7372)
H (1.3671, 0.2401, -2.5179)
H (2.1566, 1.4651, -2.0329)
O (-0.7247, 3.3763, 1.4728)
H (-0.9797, 2.6380, 0.8766)
H (-1.3677, 4.0679, 1.2896)
O (-0.9758, 2.7452, -1.8943)
H (-0.7757, 2.3437, -1.0201)
H (-0.9904, 1.9922, -2.5083)
O (-1.4694, -3.5012, 2.2395)
H (-0.9069, -2.8206, 1.8229)
H (-2.2586, -3.5102, 1.6895)
O (1.8052, -1.7541, 2.4897)
H (1.0760, -1.6553, 1.8397)
H (2.4232, -1.0499, 2.2756)
O (-0.5779, -2.6594, -2.8638)
H (-0.1573, -1.9114, -2.3491)
H (-0.3664, -3.4503, -2.3637)
O (-3.4464, 0.9553, -0.2918)
H (-2.5072, 0.9028, 0.0500)
H (-3.3576, 1.4137, -1.1342)
O (0.4321, -3.8675, -0.6588)
H (0.2128, -2.9645, -0.3309)
H (1.1893, -4.1471, -0.1368)
O (-2.6746, -1.8766, -0.2899)
H (-3.0318, -1.2108, -0.8877)
H (-1.8170, -1.5006, 0.0122)

Atoms 1-2, force components in eV/Å:
K -0.768 0.374 -0.101
P 0.734 1.842 1.364


Molecular formula: H28NO17
Method: DFT, ωB97M-V/def2-TZVPD

Its highest occupied orbital energy is -6.9 eV. The value obtained for the energy above the lowest of the compared OMol25 structures with the same formula, charge and spin is 3.184 eV. The calculation puts the LUMO energy at 2.14 eV. The total energy is -1350.5273 a.u. Its net charge is -1. Its molar mass is 314.21 g/mol.

Geometry (Å):
N (4.1820, 16.7040, 0.9330)
O (3.8850, 17.6580, 0.1280)
O (3.2270, 16.0250, 1.4290)
O (5.2710, 16.1020, 0.6390)
O (3.7030, 14.6720, 4.0680)
H (4.3240, 14.6860, 3.3040)
H (4.3110, 14.4750, 4.8000)
O (1.8370, 16.9490, 4.5540)
H (2.3040, 16.3350, 4.0030)
H (0.9270, 16.6580, 4.7540)
O (0.4380, 14.4910, 2.2450)
H (0.9050, 14.4360, 1.3350)
H (0.5690, 15.4440, 2.3820)
O (7.8800, 16.1220, -0.3680)
H (8.1660, 15.9890, -1.2460)
H (8.3840, 16.8300, -0.0100)
O (3.3230, 17.4020, -2.7960)
H (4.1590, 17.7050, -2.4980)
H (3.3770, 16.5000, -2.4860)
O (5.9230, 13.8050, -0.4820)
H (6.1680, 13.9300, -1.4010)
H (5.9110, 14.6640, -0.0810)
O (2.5180, 19.4270, 2.4490)
H (2.3580, 19.1130, 3.3380)
H (3.3750, 19.1000, 2.2360)
O (7.1610, 16.4260, 2.4680)
H (7.0730, 15.7080, 3.1290)
H (6.6750, 16.3440, 1.6470)
O (3.5750, 13.3780, 1.5270)
H (4.2630, 13.3290, 2.2340)
H (3.3010, 14.2630, 1.3490)
O (5.3990, 19.1330, 2.3080)
H (5.9050, 19.0310, 1.4940)
H (5.7040, 19.9110, 2.7570)
O (6.2060, 16.7640, -2.2700)
H (6.3530, 15.9550, -2.7750)
H (6.6900, 16.6740, -1.4530)
O (1.2310, 17.0400, -0.3150)
H (2.1780, 17.1550, -0.3660)
H (1.0140, 16.1250, -0.2520)
O (3.6120, 14.7720, -1.8070)
H (3.7470, 13.9290, -2.2510)
H (4.3380, 14.8030, -1.2060)
O (4.1650, 20.2600, -0.4210)
H (4.8640, 20.7140, -0.0230)
H (4.1850, 19.3490, -0.1780)

Atoms 1-2, force components in eV/Å:
N -2.530 -2.548 -5.641
O 0.684 -0.306 2.705


Molecular formula: H28NeO14
Method: DFT, ωB97M-V/def2-TZVPD

Its highest occupied orbital energy is -9.8 eV. The value obtained for the energy above the lowest of the compared OMol25 structures with the same formula, charge and spin is 1.185 eV. The calculation puts the LUMO energy at -0.54 eV. The total energy is -1199.0982 a.u. Its molar mass is 272.39 g/mol.

Geometry (Å):
Ne (-0.1733, -0.2429, 0.0357)
O (2.5548, -1.7639, -1.0392)
H (2.1182, -2.6153, -1.0112)
H (3.4705, -1.9699, -1.2271)
O (-0.3792, -1.0044, 3.4380)
H (-0.3697, -1.6731, 2.7533)
H (0.4151, -1.1697, 3.9460)
O (-1.2351, -3.6186, 1.8420)
H (-2.0783, -3.1658, 1.8598)
H (-0.9287, -3.5200, 0.9406)
O (-3.0844, 0.0369, -1.0115)
H (-4.0045, 0.1512, -1.2495)
H (-2.6554, -0.2192, -1.8280)
O (2.3189, 1.0474, -1.7081)
H (2.5178, 0.1201, -1.5783)
H (2.6742, 1.4800, -0.9316)
O (0.5472, -0.2202, -3.4717)
H (0.9478, 0.1004, -2.6636)
H (-0.3348, -0.4872, -3.2128)
O (2.2345, 1.9934, 1.1786)
H (2.8608, 2.7143, 1.2440)
H (1.5405, 2.3292, 0.6113)
O (-1.3786, 1.5006, 2.6301)
H (-1.0242, 0.6119, 2.6588)
H (-1.0499, 1.8637, 1.8077)
O (2.4115, -0.6669, 1.6177)
H (2.4754, -1.1464, 0.7918)
H (2.1455, 0.2164, 1.3624)
O (1.3355, 3.7759, -1.4682)
H (1.1146, 3.2985, -2.2678)
H (0.6246, 3.5695, -0.8613)
O (-3.1807, -1.8639, 0.9669)
H (-4.0176, -1.6075, 1.3542)
H (-3.0923, -1.3050, 0.1948)
O (1.0095, -3.7584, -0.0679)
H (1.2583, -3.5291, 0.8275)
H (1.3489, -4.6448, -0.1917)
O (-0.6060, 2.7757, 0.3097)
H (-0.8372, 3.6980, 0.4204)
H (-0.8980, 2.5597, -0.5759)
O (-1.8320, 2.2436, -2.1859)
H (-2.1232, 1.4174, -1.8001)
H (-2.6407, 2.6881, -2.4400)

Atoms 1-2, force components in eV/Å:
Ne -0.035 -0.007 -0.029
O 0.550 0.575 -0.190


Molecular formula: H28O14
Method: DFT, ωB97M-V/def2-TZVPD

Its highest occupied orbital energy is -9.6 eV. The value obtained for the energy above the lowest of the compared OMol25 structures with the same formula, charge and spin is 8.935 eV. The calculation puts the LUMO energy at -0.66 eV. The total energy is -1069.8726 a.u. Its molar mass is 252.21 g/mol.

Geometry (Å):
H (-0.2886, 0.1639, 0.5778)
H (1.2627, 0.2499, 0.1169)
H (-4.2789, -0.8897, 0.7615)
H (-5.2348, -1.6723, 1.6427)
H (-0.5947, -2.9507, 0.3038)
H (0.3627, -3.3362, 1.3182)
H (-0.5278, 3.1552, 3.7881)
H (-1.4226, 4.5126, 3.8051)
H (1.0521, 2.7852, -1.4836)
H (0.6983, 1.8073, -2.6450)
H (-1.4700, 1.2076, 0.8979)
H (-2.0480, 1.6303, 2.0821)
H (5.3392, 1.7164, -1.5792)
H (5.3602, 0.6689, -0.5524)
H (3.5281, -3.2792, 2.1117)
H (4.5785, -2.2218, 1.7206)
H (2.2878, -1.8358, -1.2832)
H (1.2124, -0.8717, -1.8101)
H (-3.0924, -0.6369, -2.1988)
H (-1.8033, -0.2329, -1.7821)
H (-1.4394, -1.5669, 1.2202)
H (-2.1988, -0.8944, 2.3210)
H (-1.4289, -2.2573, -3.5796)
H (-2.9004, -2.2736, -3.0491)
H (2.8716, 0.5314, -0.8629)
H (2.4044, 1.8976, -0.3030)
H (-2.5703, 1.8846, -2.1621)
H (-1.2619, 1.1672, -2.7293)
O (0.6941, 0.2644, 0.8691)
O (-4.2909, -1.5790, 1.4510)
O (0.0177, -2.5168, 0.9833)
O (-1.4512, 3.5489, 3.7515)
O (0.3205, 2.3940, -1.9629)
O (-1.4113, 1.9638, 1.4337)
O (5.8035, 1.4719, -0.7492)
O (4.4986, -3.1481, 1.9284)
O (1.4573, -1.5466, -1.1298)
O (-2.4401, 0.0277, -2.4272)
O (-2.1567, -1.6914, 1.8320)
O (-1.9978, -2.1087, -2.7863)
O (2.9322, 1.0743, -0.1401)
O (-1.7756, 2.0385, -2.6344)

Atoms 1-2, force components in eV/Å:
H 3.407 0.014 0.488
H 0.149 -0.336 -0.595


Molecular formula: H28O14
Method: DFT, ωB97M-V/def2-TZVPD

Its highest occupied orbital energy is -10.6 eV. The value obtained for the energy above the lowest of the compared OMol25 structures with the same formula, charge and spin is 5.597 eV. The calculation puts the LUMO energy at -0.36 eV. The total energy is -1069.9953 a.u. Its molar mass is 252.21 g/mol.

Geometry (Å):
H (-0.6994, -0.6724, 0.8478)
H (0.2611, 0.5837, 0.9855)
H (0.4483, 3.5228, 2.6806)
H (-0.8166, 3.0445, 3.0813)
H (2.9054, -1.5049, -1.1540)
H (4.2948, -1.3206, -0.4993)
H (-4.6972, -1.6027, 0.8077)
H (-5.0734, -3.1802, 0.6438)
H (0.8181, -2.0691, 3.7041)
H (0.9987, -0.8636, 2.7137)
H (0.1830, -2.4803, -3.4379)
H (0.5084, -2.3151, -2.0502)
H (5.1895, 2.1454, -0.7090)
H (3.9060, 2.6305, 0.1027)
H (-0.7335, -3.9674, -0.1089)
H (-0.7458, -2.9527, 0.9910)
H (-2.6461, 2.7558, -1.4857)
H (-2.9564, 1.6267, -2.4366)
H (-1.9124, -0.4862, -2.8101)
H (-0.9507, -0.6049, -1.7436)
H (2.5436, 0.7839, 2.0721)
H (3.6404, 0.1870, 3.1216)
H (-2.0453, 1.1251, 0.2260)
H (-2.4724, 0.3750, 1.5842)
H (1.8758, -0.6878, -3.7091)
H (2.2594, -0.3997, -2.3612)
H (-2.1698, 4.7040, -0.7953)
H (-1.2088, 3.9456, 0.0379)
O (-0.4240, 0.2426, 0.4749)
O (-0.1786, 2.8273, 2.4674)
O (3.4965, -1.8125, -0.4222)
O (-5.1178, -2.4180, 1.1918)
O (1.4053, -1.4718, 3.3728)
O (0.9558, -2.3770, -2.8355)
O (4.2611, 2.5226, -0.7793)
O (-0.3298, -3.7905, 0.8024)
O (-2.2823, 2.2739, -2.2158)
O (-1.6516, -1.0734, -2.0618)
O (2.8380, -0.0135, 2.6369)
O (-2.7764, 0.9947, 0.8400)
O (1.7503, -0.0128, -3.0902)
O (-2.0346, 3.8180, -0.4189)

Atoms 1-2, force components in eV/Å:
H 1.025 2.508 -0.878
H 1.846 0.815 1.554


Q: Among the records above, which one has the lowest highest occupied orbital energy?
A: number 5